No. 1
The following is a quantum chemistry calculation of a 9-piece molecular cluster, C33H46BrF2N9O2Si overall at a distorted geometry, from OMol25.

Each line ends with the Mulliken charge.
Geometry (Å):
N  -1.6599  -0.6441  -4.8386  -0.392
H  -6.6367  3.2940  -4.0109  0.318
H  -3.2440  2.2448  5.7293  0.316
C  7.2060  -3.5041  3.6159  -0.575
H  -2.9315  0.9502  0.7588  0.550
H  0.8647  3.7190  -1.3404  0.271
H  -4.9726  2.7653  -4.1689  0.332
C  -5.9461  2.4984  -3.7549  -0.907
N  -5.8156  2.1401  -1.1770  -0.430
C  -9.2906  2.5675  -4.8696  0.444
H  0.2685  -3.0028  -5.7403  0.035
O  0.6000  -2.7862  0.4042  -0.332
H  1.7168  5.6143  6.3716  0.269
C  0.5269  2.5619  0.5031  0.377
C  -5.8731  2.2980  -2.3129  0.455
C  5.4388  -0.2013  -0.0226  -1.229
H  -2.7678  -1.1709  1.5552  0.460
C  0.6265  -6.6238  -2.2670  0.300
C  -1.6394  -6.0862  -5.5680  -0.817
H  2.5314  5.2485  -0.2643  0.375
H  -1.6715  1.3395  1.9428  -0.342
C  0.0386  0.1853  -1.4872  -0.779
H  -0.7409  -0.5547  -1.7862  0.330
H  -11.3687  2.1950  -4.9725  0.293
C  -0.7124  -1.2571  -5.0498  0.367
H  -6.2819  1.5985  -4.2663  0.270
C  -1.8521  2.7001  -1.3734  -0.880
H  2.8232  5.3122  7.7052  0.321
F  -0.8567  -2.4886  2.7455  -0.354
H  2.0891  3.0882  3.5591  0.388
H  0.3932  0.6677  -2.4235  0.449
H  -2.8852  2.3158  -1.4557  0.044
H  4.9657  -0.8058  1.9958  0.338
Br  3.4121  -2.4976  -1.1353  -0.095
C  2.0871  4.4411  0.3353  -0.636
H  5.3996  -2.1894  0.8350  0.276
H  3.1525  4.9937  2.1632  0.369
N  0.6234  -5.3996  -6.6576  -0.444
C  2.4358  4.3008  1.6922  -0.490
C  2.6723  -1.7555  2.8627  -0.527
C  0.4986  -2.0286  -5.3085  -0.422
H  -1.5167  -1.3238  0.2929  0.142
H  6.4689  -0.4573  -0.3257  0.324
H  -1.3873  2.8851  -2.3676  0.317
N  -1.6365  4.2307  3.8529  -0.409
C  -0.3748  -5.7022  -6.1802  0.405
H  -1.9417  -5.3730  -4.8006  0.262
C  3.6807  5.0957  5.7844  0.375
O  0.5646  -0.9590  1.7439  0.511
H  -0.6208  -5.8205  -0.7606  0.258
H  -2.4402  -6.1333  -6.3063  0.327
H  2.8474  -0.5361  0.3820  0.262
H  0.7447  -6.7459  -0.1573  0.324
C  -1.7680  -0.8046  1.2429  -0.678
H  7.4579  -4.4832  3.2080  0.261
C  -3.2417  2.3362  4.6430  -0.704
H  0.9959  -5.1330  -0.8079  0.007
C  0.4286  -6.0555  -0.9395  -0.490
H  1.1559  -1.5090  -6.0057  0.298
H  1.0644  -2.2007  -4.3920  0.119
H  4.7815  -0.0147  -0.8896  0.357
H  0.8863  -0.3491  -1.0201  -0.032
H  -1.7981  3.6676  -0.8264  0.342
H  -2.9454  1.3697  4.2327  0.124
C  1.1358  3.5908  -0.2795  -0.323
C  8.1541  -2.4832  3.1825  0.365
F  -0.8197  -0.4075  3.3832  -0.257
H  6.1909  -3.2697  3.2928  0.073
H  5.5073  0.7678  0.5219  0.320
C  2.5503  4.9927  6.6993  -0.797
H  -4.2676  2.5263  4.3272  0.287
N  4.5649  5.1690  5.0576  -0.400
C  2.8359  -1.0081  3.7915  0.031
C  1.1558  -2.0794  1.1813  -0.229
Si  -0.7890  1.4700  -0.3623  -0.150
C  0.9054  2.4205  1.8569  0.684
C  -1.8716  0.7397  1.0333  0.037
H  -10.5116  1.2333  -3.7753  0.267
H  2.8169  -0.2307  4.5477  0.458
H  2.1870  3.9672  6.7680  0.250
H  -10.8317  2.9352  -3.4705  0.267
C  1.8594  3.2573  2.4965  -1.088
H  -1.5681  -7.0661  -5.0958  0.284
C  3.3608  -1.4993  0.5837  -0.314
C  -10.5588  2.2167  -4.2433  -0.820
C  4.8308  -1.2561  0.9998  -0.113
C  -2.3449  3.3974  4.2009  0.434
N  8.8992  -1.6804  2.8412  -0.392
H  0.4491  1.6323  2.4747  0.207
N  2.5615  -2.3069  1.5569  -0.026
C  -0.7109  -1.2292  2.2759  0.520
H  7.1882  -3.5998  4.7015  0.288
N  -8.2912  2.8438  -5.3614  -0.469
N  0.7824  -7.0709  -3.3126  -0.393

Cartesian forces (eV/Å) of the 2 atoms listed first:
N -0.006 -0.035 0.007
H 0.041 -0.002 0.197

Summary:
lowest unoccupied orbital energy: 0.4 eV
net charge: 0
SMILES: C#CN(C(=O)OC(F)(F)CC[Si](C)(C)c1ccccc1)[C@H](Br)CC.CC#N.CC#N.CC#N.CC#N.CC#N.CC#N.CC#N.CC#N
molar mass: 746.78 g mol⁻¹
HOMO-LUMO gap: 9.2 eV
E_tot: -135823.72996 eV
HOMO energy: -8.824 eV
strongest force on any atom: 2.66 eV/Å



No. 2
The following is a quantum chemistry calculation of C33H46Cl3N3P2PdSSiTe as an isolated structure at a distorted geometry, from OMol25.

Each line ends with the Löwdin spin population.
Geometry (Å):
H  -0.7796  5.4272  2.1029  0.000
H  -6.7341  1.4086  1.6932  0.000
C  -2.5892  5.0678  1.1264  0.008
H  -1.8997  -3.7469  5.2033  0.000
C  -6.8507  3.2152  0.6064  0.000
C  -3.2507  -1.8093  -0.0126  0.034
C  5.5601  -0.8092  0.0316  0.006
C  2.4238  2.7793  -0.5915  0.014
H  -0.0018  -3.3094  -3.3599  0.000
H  0.9248  -3.9283  -1.9484  0.001
H  -2.7411  -0.8299  1.8189  0.049
H  4.1288  1.5752  -2.7571  0.004
H  2.0238  -1.0235  3.0402  0.000
H  -7.8214  2.9944  0.2578  0.000
C  2.3549  2.6839  0.9152  0.020
H  -1.2295  -5.0913  4.1768  0.000
C  3.7030  3.5697  -0.9379  0.005
C  -4.8718  4.5021  0.4974  0.000
H  1.5930  2.1076  -4.4001  0.000
H  -3.5975  -2.3862  2.0611  0.002
Pd  -0.0176  -0.1454  -0.7919  0.970
C  3.0877  1.2951  -3.0246  0.022
H  5.0478  0.7549  -1.3500  0.001
H  2.0513  -0.1673  -4.1823  0.000
C  -6.1878  2.2787  1.4049  0.001
P  -1.4374  -2.0339  -0.2236  0.222
C  3.0837  -0.0080  -3.8400  0.001
C  0.5985  -2.3770  3.8650  0.009
H  -3.3454  -0.8016  -0.4676  0.010
Te  -1.3225  1.0976  1.1272  1.752
H  0.9117  -2.2424  4.9110  0.001
N  1.3345  -1.2660  0.4251  0.093
C  -1.1128  -3.3557  -1.4730  0.025
H  4.5828  3.0861  -0.4650  0.000
H  3.6683  4.5878  -0.5331  0.001
H  2.0654  3.2695  -3.2102  0.000
H  3.1766  -2.5355  1.8311  0.000
H  -4.5142  -0.9634  1.6110  0.001
H  7.2139  -0.8739  -1.3888  0.000
H  3.4150  -0.8976  -3.3280  0.000
S  -3.7977  5.7491  0.0520  0.003
H  -1.9795  -4.8403  -0.0387  0.001
H  -0.2582  -4.3309  5.4569  0.000
H  1.3025  2.3952  1.3021  0.036
H  -1.4804  -5.5126  -1.6491  0.003
C  -1.0548  -4.1291  4.6909  0.001
C  -4.1974  -2.8126  -0.7092  0.007
H  3.6506  0.1238  -4.7608  0.000
H  -2.0387  -3.7929  2.2276  0.002
H  1.5032  3.2564  -0.9952  0.002
C  0.1954  -3.1928  -2.2950  0.016
H  -1.9243  -3.2544  -2.1941  0.000
Cl  -3.4523  0.8113  -2.3932  0.048
H  3.9465  3.6344  -1.9999  0.000
N  -1.4323  5.7248  1.3678  0.001
C  4.6470  -0.0122  -0.6919  0.003
H  -4.3582  1.7943  2.5453  0.006
C  -0.5587  -3.1635  3.6642  0.007
P  2.1944  1.0980  -1.3374  0.099
H  3.1445  2.9314  -4.5179  0.000
N  -2.9301  3.9709  1.7570  0.038
C  3.2575  -0.0739  -0.4655  0.013
H  -4.4193  -2.3685  -1.7048  0.001
H  -5.1592  -2.8833  -0.1774  0.001
H  5.7078  -2.2490  1.5649  0.000
H  -3.7447  -3.7724  -0.7825  0.000
C  -3.5537  -1.4840  1.4785  0.055
H  7.3947  0.3170  -0.1135  0.000
C  7.0257  -0.7001  -0.3135  0.001
C  -6.2091  4.3310  0.1554  0.001
C  0.6991  -1.8123  1.5143  0.042
H  7.6037  -1.4465  0.2504  0.000
C  -4.8851  2.4680  1.8500  0.012
H  3.0206  1.9079  1.2873  0.000
C  3.6362  -1.7521  1.2308  0.007
C  -1.1539  -3.1613  2.3574  0.013
Cl  -0.8082  2.5276  -2.8708  0.033
H  -1.2897  6.6184  0.9050  0.000
C  1.1842  -1.6827  2.8181  0.013
H  -0.2672  -5.0674  -0.4453  0.000
C  4.9943  -1.6682  1.0107  0.000
Cl  -1.1234  -0.4649  -4.2033  0.061
H  2.7377  3.6164  1.3549  0.001
H  -6.7439  5.0935  -0.4432  0.000
Si  -1.4141  0.5707  -2.4588  0.133
C  -0.5772  -2.4422  1.3138  0.043
H  0.6473  -2.2123  -2.1361  0.012
C  -1.2481  -4.7621  -0.8480  0.013
C  -4.2148  3.5900  1.3736  0.013
C  2.6871  -1.0369  0.4218  0.005
C  2.4495  2.4521  -3.8263  0.001

Cartesian forces (eV/Å) of the 2 atoms listed first:
H -0.793 0.135 -0.737
H -0.215 -0.505 0.266

Summary:
lowest unoccupied orbital energy (alpha / beta): 0.3 / -2.2 eV
net charge: 0
spin multiplicity: 5
molar mass: 947.23 g mol⁻¹
HOMO-LUMO gap (alpha / beta): 5.6 / 4.3 eV
E_tot: -125072.01366 eV
HOMO energy (alpha / beta): -5.337 / -6.521 eV
strongest force on any atom: 2.10 eV/Å